This record from OMol25 describes a structure of composition C29H25ClPSeTi. The level of theory is ωB97M-V/def2-TZVPD.

```
58
Properties=species:S:1:pos:R:3:nbo_charge:R:1
C -1.1257 -1.2922 1.4317 -0.2959
C -0.9963 -1.9343 0.1624 -0.3598
C 0.4000 -2.1522 -0.0614 -0.3494
H -1.8043 -2.2182 -0.4867 0.2768
C 1.0965 -1.6348 1.0609 -0.3124
C 0.1553 -1.1315 2.0008 -0.2580
H 0.3859 -0.6414 2.9296 0.2816
H -2.0489 -0.9353 1.8535 0.2762
H 0.8453 -2.6261 -0.9182 0.2779
H 2.1667 -1.5838 1.1624 0.2741
Ti 0.0000 0.0000 0.0000 1.1627
Cl 1.9211 1.3713 0.1499 -0.3406
P 0.0112 0.3136 -2.2602 0.8475
C 1.2467 -0.7279 -3.1343 -0.3606
C 0.9483 -1.4332 -4.2989 -0.2002
H -0.0517 -1.4104 -4.7066 0.2317
C 1.9313 -2.1706 -4.9442 -0.1985
H 1.6843 -2.7176 -5.8445 0.2318
C 3.2230 -2.2038 -4.4405 -0.1768
H 3.9884 -2.7784 -4.9451 0.2320
C 3.5295 -1.4904 -3.2893 -0.2007
H 4.5371 -1.5019 -2.8958 0.2295
C 2.5497 -0.7589 -2.6375 -0.1534
H 2.7931 -0.1968 -1.7471 0.2260
C -1.5921 -0.1542 -3.0015 -0.3801
C -2.0524 -1.4685 -2.9158 -0.2112
H -1.4189 -2.2381 -2.4965 0.2129
C -3.3112 -1.8041 -3.3857 -0.1925
H -3.6515 -2.8294 -3.3251 0.2291
C -4.1331 -0.8270 -3.9330 -0.1713
H -5.1187 -1.0876 -4.2954 0.2327
C -3.6856 0.4830 -4.0096 -0.2098
H -4.3221 1.2503 -4.4292 0.2326
C -2.4217 0.8204 -3.5481 -0.1195
H -2.0819 1.8436 -3.6063 0.2255
C 0.3359 1.9800 -2.9545 -0.2532
C 0.8456 2.1003 -4.2469 -0.2111
H 1.0919 1.2183 -4.8205 0.2264
C 1.0492 3.3519 -4.8049 -0.1906
H 1.4481 3.4330 -5.8073 0.2290
C 0.7520 4.4952 -4.0756 -0.1731
H 0.9147 5.4732 -4.5099 0.2302
C 0.2488 4.3787 -2.7888 -0.2014
H 0.0211 5.2646 -2.2116 0.2302
C 0.0424 3.1279 -2.2252 -0.2097
H -0.3471 3.0434 -1.2251 0.2338
Se -1.7356 1.7744 0.7915 0.0128
C -1.2406 1.6929 2.6561 -0.2091
C -2.1200 1.1363 3.5956 -0.2495
C -1.7521 1.0576 4.9434 -0.1978
C -0.5060 1.5378 5.3582 -0.1973
C 0.3692 2.1038 4.4270 -0.2204
C 0.0025 2.1849 3.0787 -0.1760
H -3.0845 0.7595 3.2827 0.2260
H -2.4303 0.6210 5.6649 0.2293
H -0.2205 1.4723 6.4002 0.2286
H 1.3329 2.4766 4.7492 0.2289
H 0.6867 2.6227 2.3674 0.2243
```

Calculated values
* DFT total energy: -5172.372464 hartree
* net charge: +1
* frontier orbital gap (spin up / spin down): 0.2368 / 0.2368 hartree
* E_HOMO (spin up / spin down): -11.3 / -11.3 eV